# 1
Molecular formula: C11H15N
Method: DFT, wB97M-V/def2-TZVPD

Atoms and positions in Å:
C: 0.14372 -0.11482 -2.90783
C: 1.62793 0.00419 -2.84534
H: -0.19994 0.55052 -2.18772
H: -0.20986 0.46337 -3.81016
H: -0.18547 -1.13569 -2.81732
H: 1.86396 0.27723 -1.75147
H: 1.90954 0.90284 -3.38881
H: 2.32465 -0.69955 -3.33531
C: 0.71628 2.57644 1.95977
C: 1.57602 0.14026 1.85618
C: 0.73430 1.15627 1.46142
C: 0.10104 -0.90398 0.50428
C: -0.35449 0.48169 0.73616
C: -0.62924 -1.83102 -0.20030
C: -1.60746 0.76631 0.15913
C: -1.93872 -1.56816 -0.27156
C: -2.44895 -0.22603 -0.13348
N: 1.26331 -1.04059 1.14154
H: 2.53956 0.02939 2.29389
H: 1.59224 -1.92933 1.49930
H: 1.15550 3.12620 1.05473
H: 1.34892 2.94725 2.71947
H: -0.32763 -2.86516 -0.54383
H: -1.80813 1.76046 -0.07350
H: -2.60723 -1.95968 -1.05790
H: -3.37410 0.22193 -0.63235
H: -0.38778 2.70760 2.12958

- SMILES: Cc1c[nH]c2ccccc12.CC
- Max |F|: 5.26 eV/A
- Relative energy (zero: lowest compared OMol25 entry of this formula, charge and spin): 2.991 eV
- HOMO: -8.03 eV
- Multiplicity: 1



# 2
Molecular formula: C8H14N2O5
Method: DFT, wB97M-V/def2-TZVPD

Atoms and positions in Å:
C: 1.10257 -0.16514 0.59562
C: -0.16702 -0.21631 -0.33114
C: 1.00344 0.48062 1.92474
C: 1.41612 2.05100 1.79427
C: 1.54497 2.68351 3.16343
C: -1.51594 -0.94678 -2.03614
C: -2.69884 -1.66856 -1.19812
C: -1.46433 -1.85803 -3.30598
H: 2.13111 0.43973 -1.39240
H: 3.21544 -0.15024 0.02604
H: 1.26901 -1.31704 0.83661
H: 1.85811 0.08362 2.62197
H: -0.10894 0.65042 2.44198
H: 0.62045 2.57773 1.14762
H: 2.47786 2.34301 1.28328
H: 1.16256 4.42877 2.34698
H: -0.13598 -2.25817 -0.75735
H: -1.73178 0.19258 -2.26073
H: -1.16990 -2.85577 -2.91483
H: -0.95118 -1.55757 -4.30381
H: -2.62510 -1.87008 -3.57775
H: -3.31084 -3.01757 -0.19093
N: 2.31289 0.43182 -0.13942
N: -0.21056 -1.05808 -1.34363
O: -1.10392 0.58193 -0.07183
O: 1.55286 2.04873 4.33604
O: 1.70919 4.09092 3.14178
O: -3.81380 -1.35403 -1.45422
O: -2.36846 -2.79104 -0.38209

- Max |F|: 7.92 eV/A
- Relative energy (zero: lowest compared OMol25 entry of this formula, charge and spin): 6.556 eV
- HOMO: -9.78 eV
- Multiplicity: 1



# 3
Molecular formula: C4H12N2O
Method: DFT, wB97M-V/def2-TZVPD

Atoms and positions in Å:
C: -1.53261 1.45136 1.84947
C: -0.45329 0.66277 1.10119
C: -0.47330 0.91919 -0.42758
N: 0.22497 -0.07898 -1.18907
C: 1.54555 -0.22401 -1.40642
N: 2.13954 -1.21777 -1.90938
H: -2.50923 1.42932 1.35448
H: -1.38892 2.58365 1.93623
H: -1.61261 1.22070 2.88295
H: 0.47495 1.10475 1.41193
H: -0.33135 -0.44719 1.28802
H: -0.02302 1.82881 -0.62612
H: -1.53846 0.83926 -0.77846
H: -0.36469 -0.90574 -1.20016
H: 2.03471 0.76079 -1.34721
H: 3.15878 -0.99734 -1.84475
H: -0.05872 -3.63720 -0.23214
H: 0.75044 -2.58053 -0.68989
O: -0.04277 -2.71186 -0.17309

- SMILES: [H]/N=C/NCCC.O
- Max |F|: 2.71 eV/A
- Relative energy (zero: lowest compared OMol25 entry of this formula, charge and spin): 1.624 eV
- HOMO: -8.81 eV
- Multiplicity: 1



# 4
Molecular formula: C2H10N6OP
Method: DFT, wB97M-V/def2-TZVPD

Atoms and positions in Å:
C: 0.61957 -1.92124 -0.11644
C: 0.20385 2.11252 0.46283
N: -0.50906 -1.32317 0.17420
N: 1.51793 -1.62353 -1.04918
N: 0.76334 -3.05047 0.56479
N: 1.02319 3.00806 1.01501
N: -1.14891 2.39878 0.57498
N: -1.99140 1.34517 0.12116
O: 0.56571 1.03976 -0.04768
P: -1.13996 0.04782 -0.64107
H: 1.26622 -0.72639 -1.54293
H: 2.28911 -2.27364 -1.35497
H: 0.41550 -3.30167 1.54059
H: 1.62723 -3.65797 0.60998
H: 0.60509 3.82822 1.43276
H: 1.98104 2.99663 0.76675
H: -1.44776 3.44027 0.60811
H: -2.67638 0.98148 0.81226
H: -0.55435 0.45642 -1.78395
H: -2.29301 -0.42556 -1.27621

- SMILES: NC(N)=N[PH2]1N[NH+]=C(N)O1
- Total charge: +1
- Max |F|: 6.40 eV/A
- Relative energy (zero: lowest compared OMol25 entry of this formula, charge and spin): 0.000 eV
- HOMO: -12.91 eV
- Multiplicity: 1